(i)
{
  "formula": "C4H14O2S",
  "method": "the ωB97M-V functional and the def2-TZVPD basis",
  "total_charge": 0,
  "orbital_gap_ev": 9.53,
  "mol_weight_g_mol": 126.22,
  "homo_energy_ha": -0.336,
  "smiles": "CCCCS.O.O",
  "elements": ["C", "C", "C", "C", "S", "H", "H", "H", "H", "H", "H", "H", "H", "H", "H", "O", "H", "H", "O", "H", "H"],
  "positions_angstrom": [[1.37, 0.20, 1.71], [0.08, -0.54, 1.38], [-1.07, 0.34, 0.89], [-2.25, -0.46, 0.42], [-3.68, 0.56, -0.10], [1.12, 1.23, 1.99], [1.93, -0.26, 2.52], [2.02, 0.24, 0.85], [-0.24, -1.17, 2.22], [0.21, -1.33, 0.65], [-0.67, 0.93, 0.07], [-1.38, 1.05, 1.66], [-2.64, -1.15, 1.17], [-2.01, -1.06, -0.45], [-3.25, 0.82, -1.35], [0.44, 0.19, -2.08], [0.88, -0.65, -1.89], [-0.48, -0.09, -2.23], [3.34, 0.30, -2.12], [2.44, 0.58, -2.37], [3.82, 0.26, -2.96]],
  "lowdin_charge": [-0.093, -0.285, -0.319, -0.584, 0.694, 0.075, 0.068, 0.062, 0.107, 0.094, 0.093, 0.110, 0.067, 0.058, -0.164, -0.052, 0.053, 0.044, -0.068, 0.000, 0.039]
}

(ii)
{
  "formula": "C4H14O2S",
  "method": "the ωB97M-V functional and the def2-TZVPD basis",
  "total_charge": 0,
  "orbital_gap_ev": 9.02,
  "mol_weight_g_mol": 126.22,
  "homo_energy_ha": -0.319,
  "smiles": "CCCCS.O.O",
  "elements": ["C", "C", "C", "C", "S", "H", "H", "H", "H", "H", "H", "H", "H", "H", "H", "O", "H", "H", "O", "H", "H"],
  "positions_angstrom": [[-0.06, -0.99, -3.05], [-0.24, -0.21, -1.80], [-0.70, -1.08, -0.61], [-0.88, -0.26, 0.69], [-2.20, -1.06, 1.56], [0.09, -0.29, -3.82], [0.62, -1.82, -2.95], [-0.97, -1.52, -3.42], [-0.92, 0.62, -1.94], [0.76, 0.32, -1.51], [0.05, -1.90, -0.51], [-1.73, -1.42, -0.92], [-1.24, 0.71, 0.29], [-0.05, -0.39, 1.41], [-1.70, -0.89, 2.75], [-0.28, 1.59, 3.02], [-0.25, 1.87, 3.91], [0.62, 1.46, 2.72], [3.19, 1.48, 1.61], [2.20, 1.45, 1.36], [3.68, 2.30, 1.24]],
  "lowdin_charge": [-0.139, -0.312, -0.316, -0.612, 0.734, 0.053, 0.075, 0.088, 0.097, 0.137, 0.122, 0.098, 0.081, 0.064, -0.178, -0.029, 0.025, 0.005, -0.131, 0.052, 0.086]
}

What should be chosen as the least stable of them? Choose (ii).

(i)
{
  "formula": "C4H14O2S",
  "method": "the ωB97M-V functional and the def2-TZVPD basis",
  "total_charge": 0,
  "orbital_gap_ev": 9.13,
  "mol_weight_g_mol": 126.22,
  "homo_energy_ha": -0.307,
  "smiles": "CCCSC.O.O",
  "elements": ["C", "C", "C", "S", "C", "H", "H", "H", "H", "H", "H", "H", "H", "H", "H", "O", "H", "H", "O", "H", "H"],
  "positions_angstrom": [[0.71, -1.20, 1.83], [0.81, 0.28, 1.46], [1.04, 0.53, -0.02], [-0.33, -0.03, -1.04], [-0.35, 1.23, -2.30], [1.61, -1.75, 1.53], [0.54, -1.31, 2.90], [-0.13, -1.65, 1.29], [1.60, 0.77, 2.02], [-0.09, 0.78, 1.80], [1.99, 0.10, -0.31], [1.13, 1.60, -0.18], [0.59, 1.31, -2.82], [-1.10, 0.94, -3.02], [-0.59, 2.23, -1.94], [-3.23, 2.94, -0.31], [-4.08, 3.37, -0.47], [-2.76, 2.87, -1.15], [0.84, -4.18, -0.11], [0.68, -3.76, 0.74], [1.14, -5.07, 0.10]],
  "lowdin_charge": [-0.129, -0.334, -0.520, 0.819, -0.444, 0.077, 0.070, 0.053, 0.102, 0.103, 0.079, 0.073, 0.033, 0.022, 0.030, -0.064, 0.043, 0.008, -0.058, 0.005, 0.033]
}

(ii)
{
  "formula": "C4H14O2S",
  "method": "the ωB97M-V functional and the def2-TZVPD basis",
  "total_charge": 0,
  "orbital_gap_ev": 9.24,
  "mol_weight_g_mol": 126.22,
  "homo_energy_ha": -0.329,
  "smiles": "CCCCS.O.O",
  "elements": ["C", "C", "C", "C", "S", "H", "H", "H", "H", "H", "H", "H", "H", "H", "H", "O", "H", "H", "O", "H", "H"],
  "positions_angstrom": [[-2.26, 0.84, -0.18], [-1.96, -0.32, 0.90], [-0.50, -0.53, 0.87], [0.25, 0.73, 1.56], [-0.26, 0.67, 3.29], [-2.53, 1.60, 0.37], [-1.29, 1.17, -0.64], [-2.96, 0.66, -0.93], [-2.55, -1.22, 0.54], [-2.44, -0.25, 1.92], [0.17, -0.85, -0.09], [-0.18, -1.36, 1.43], [0.00, 1.71, 1.08], [1.34, 0.74, 1.56], [-0.60, 1.82, 3.77], [3.31, -1.47, -1.48], [3.60, -1.80, -0.69], [3.53, -0.50, -1.32], [1.40, -0.54, -4.14], [2.28, -0.36, -4.56], [1.65, -0.73, -3.25]],
  "lowdin_charge": [-0.067, -0.278, -0.331, -0.530, 0.722, 0.005, 0.083, 0.045, 0.112, 0.096, 0.158, 0.060, 0.077, 0.043, -0.194, -0.037, -0.021, 0.082, -0.064, 0.055, -0.017]
}

What should be chosen as the least stable of them? Choose (ii).

(i)
{
  "formula": "CH5N3OP",
  "method": "the ωB97M-V functional and the def2-TZVPD basis",
  "total_charge": 1,
  "orbital_gap_ev": 7.21,
  "mol_weight_g_mol": 106.04,
  "homo_energy_ha": -0.509,
  "elements": ["C", "N", "N", "N", "O", "P", "H", "H", "H", "H", "H"],
  "positions_angstrom": [[0.58, -0.06, 0.18], [1.61, 0.75, -0.21], [0.77, -1.34, 0.16], [-0.54, 0.49, 0.51], [-3.86, 0.70, -0.30], [-3.07, -0.41, 0.11], [2.14, 0.27, -0.87], [1.47, 1.67, -0.22], [1.65, -1.68, -0.21], [-0.13, -1.86, 0.24], [-0.61, 1.48, 0.60]],
  "lowdin_charge": [-0.639, 0.199, 0.176, 0.028, -0.405, 1.159, 0.090, 0.064, 0.141, 0.134, 0.051]
}

(ii)
{
  "formula": "CH5N3OP",
  "method": "the ωB97M-V functional and the def2-TZVPD basis",
  "total_charge": 1,
  "orbital_gap_ev": 10.27,
  "mol_weight_g_mol": 106.04,
  "homo_energy_ha": -0.565,
  "elements": ["C", "N", "N", "N", "O", "P", "H", "H", "H", "H", "H"],
  "positions_angstrom": [[-0.39, 0.11, 0.04], [-1.38, -0.72, -0.21], [-0.56, 1.41, -0.06], [0.79, -0.48, 0.11], [3.26, -0.65, -0.10], [2.34, 0.42, 0.07], [-2.24, -0.27, -0.44], [-1.39, -1.55, 0.33], [-1.54, 1.68, -0.01], [0.31, 1.89, 0.21], [0.80, -1.85, 0.06]],
  "lowdin_charge": [-0.612, 0.200, 0.208, -0.144, -0.401, 0.929, 0.123, 0.120, 0.153, 0.087, 0.336]
}

What should be chosen as the least stable of them? Choose (i).

(i)
{
  "formula": "C2H2ClNO3",
  "method": "the ωB97M-V functional and the def2-TZVPD basis",
  "total_charge": -2,
  "orbital_gap_ev": [7.05, 6.89],
  "mol_weight_g_mol": 123.49,
  "homo_energy_ha": [-0.067, -0.080],
  "elements": ["C", "C", "N", "O", "O", "O", "Cl", "H", "H"],
  "positions_angstrom": [[1.55, -1.29, 0.21], [0.79, -0.13, -0.18], [1.51, 2.18, 0.22], [2.69, -1.60, -0.14], [2.47, 2.53, -0.42], [0.66, -2.02, 0.77], [-10.47, 0.36, 0.58], [-0.09, -0.05, 0.28], [0.90, 0.04, -1.32]],
  "lowdin_charge": [-0.825, 0.061, -0.020, -0.064, -0.164, -0.088, -1.000, 0.001, 0.099]
}

(ii)
{
  "formula": "C2H2ClNO3",
  "method": "the ωB97M-V functional and the def2-TZVPD basis",
  "total_charge": -2,
  "orbital_gap_ev": 7.73,
  "mol_weight_g_mol": 123.49,
  "homo_energy_ha": -0.085,
  "elements": ["C", "C", "N", "O", "O", "O", "Cl", "H", "H"],
  "positions_angstrom": [[2.19, 1.14, -0.03], [1.05, 0.10, -0.05], [1.26, -1.16, -0.02], [3.30, 0.63, -0.10], [0.43, -2.12, 0.01], [1.86, 2.35, 0.09], [-12.23, 0.09, 0.07], [-0.04, 0.38, -0.15], [2.18, -1.41, 0.18]],
  "lowdin_charge": [-0.745, -0.003, -0.180, -0.065, -0.177, -0.087, -1.000, 0.140, 0.117]
}

What should be chosen as the least stable of them? Choose (i).

(i)
{
  "formula": "C2H3NP2",
  "method": "the ωB97M-V functional and the def2-TZVPD basis",
  "total_charge": 0,
  "orbital_gap_ev": 8.58,
  "mol_weight_g_mol": 103.00,
  "homo_energy_ha": -0.360,
  "elements": ["C", "C", "N", "P", "P", "H", "H", "H"],
  "positions_angstrom": [[-2.03, 0.57, 0.23], [-1.18, -0.39, -0.57], [-2.49, 1.40, 0.88], [1.05, 1.17, 0.67], [0.53, 0.46, -1.13], [-0.76, -1.00, 0.28], [-1.63, -0.87, -1.31], [2.27, 1.56, 0.23]],
  "lowdin_charge": [-0.359, -0.453, 0.114, 0.423, 0.489, 0.058, -0.012, -0.260]
}

(ii)
{
  "formula": "C2H3NP2",
  "method": "the ωB97M-V functional and the def2-TZVPD basis",
  "total_charge": 0,
  "orbital_gap_ev": [6.79, 6.46],
  "mol_weight_g_mol": 103.00,
  "homo_energy_ha": [-0.308, -0.314],
  "elements": ["C", "C", "N", "P", "P", "H", "H", "H"],
  "positions_angstrom": [[-0.90, -1.41, 0.37], [1.09, 0.69, 0.48], [0.31, -1.81, 0.21], [1.51, -0.72, -0.26], [-1.97, -0.25, -0.18], [-1.58, -2.10, 0.69], [0.38, 0.70, 1.29], [1.70, 1.56, 0.26]],
  "lowdin_charge": [-0.850, -0.382, -0.321, 0.791, 0.832, -0.024, -0.029, -0.017]
}

(iii)
{
  "formula": "C2H3NP2",
  "method": "the ωB97M-V functional and the def2-TZVPD basis",
  "total_charge": 0,
  "orbital_gap_ev": 6.65,
  "mol_weight_g_mol": 103.00,
  "homo_energy_ha": -0.295,
  "smiles": "[H]/P=C/N=C=P",
  "elements": ["H", "P", "C", "N", "C", "P", "H", "H"],
  "positions_angstrom": [[1.95, 2.89, -1.11], [1.62, 2.05, -0.15], [0.49, 0.87, -0.56], [-0.13, 0.04, 0.29], [-0.62, -1.06, 0.53], [-1.86, -2.07, 1.32], [0.21, 0.68, -1.81], [-1.66, -3.39, 1.49]],
  "lowdin_charge": [-0.210, 0.835, -0.633, -0.095, -0.455, 0.674, 0.133, -0.250]
}

(iv)
{
  "formula": "C2H3NP2",
  "method": "the ωB97M-V functional and the def2-TZVPD basis",
  "total_charge": 0,
  "orbital_gap_ev": [7.17, 7.17],
  "mol_weight_g_mol": 103.00,
  "homo_energy_ha": [-0.309, -0.309],
  "elements": ["C", "C", "N", "P", "P", "H", "H", "H"],
  "positions_angstrom": [[1.29, 1.93, -0.05], [0.52, -0.77, 0.37], [2.14, 2.61, 0.31], [-1.79, 0.86, -1.31], [-0.04, 0.71, -0.23], [-0.38, -1.28, 0.62], [1.30, -0.61, 1.12], [-1.13, 1.88, -1.90]],
  "lowdin_charge": [-0.399, -0.293, 0.099, 0.440, 0.458, -0.024, 0.002, -0.283]
}

What should be chosen as the least stable of them? Choose (iii).

(i)
{
  "formula": "C5H11N2",
  "method": "the ωB97M-V functional and the def2-TZVPD basis",
  "total_charge": 1,
  "orbital_gap_ev": 9.50,
  "mol_weight_g_mol": 99.16,
  "homo_energy_ha": -0.475,
  "smiles": "CN1C[NH2+][C@@H]2C[C@@H]21",
  "elements": ["C", "N", "C", "N", "C", "C", "C", "H", "H", "H", "H", "H", "H", "H", "H", "H", "H", "H"],
  "positions_angstrom": [[0.28, 1.54, -1.37], [0.59, 0.66, -0.30], [0.93, -0.73, -0.56], [0.69, -1.33, 0.80], [-0.46, -0.66, 1.43], [-1.54, -0.25, 0.50], [-0.40, 0.69, 0.76], [0.15, 2.52, -1.12], [1.01, 1.68, -2.14], [-0.48, 1.27, -2.00], [0.38, -1.02, -1.41], [1.92, -0.69, -0.91], [0.59, -2.38, 0.91], [1.53, -1.16, 1.34], [-0.52, -0.96, 2.48], [-2.60, -0.12, 0.83], [-1.47, -0.74, -0.40], [-0.58, 1.68, 1.15]],
  "lowdin_charge": [-0.049, -0.155, -0.075, 0.134, -0.151, -0.012, -0.186, 0.077, 0.101, 0.070, 0.128, 0.136, 0.228, 0.185, 0.171, 0.155, 0.080, 0.164]
}

(ii)
{
  "formula": "C5H11N2",
  "method": "the ωB97M-V functional and the def2-TZVPD basis",
  "total_charge": 1,
  "orbital_gap_ev": 7.65,
  "mol_weight_g_mol": 99.16,
  "homo_energy_ha": -0.493,
  "elements": ["C", "C", "C", "C", "C", "N", "N", "H", "H", "H", "H", "H", "H", "H", "H", "H", "H", "H"],
  "positions_angstrom": [[3.45, 1.13, 0.72], [0.31, 0.64, -0.78], [-1.20, -1.65, -0.77], [-2.65, -0.43, 0.76], [-2.13, -0.79, -0.57], [2.14, 0.75, 0.66], [1.26, 0.95, -0.06], [3.94, 1.05, -0.26], [3.60, 2.06, 1.21], [0.22, -0.22, -1.41], [-0.33, 1.44, -1.03], [-1.02, -1.90, -1.78], [-0.54, -2.08, 0.05], [4.04, 0.53, 1.41], [-3.54, -0.96, 0.76], [-2.85, 0.62, 1.02], [-2.02, -0.74, 1.53], [-2.68, -0.41, -1.45]],
  "lowdin_charge": [-0.017, 0.129, -0.063, -0.080, -0.270, 0.125, 0.085, 0.123, 0.111, 0.097, 0.124, 0.058, 0.116, 0.115, 0.069, 0.091, 0.057, 0.131]
}

What should be chosen as the least stable of them? Choose (ii).

(i)
{
  "formula": "C5H11N2",
  "method": "the ωB97M-V functional and the def2-TZVPD basis",
  "total_charge": 1,
  "orbital_gap_ev": 10.38,
  "mol_weight_g_mol": 99.16,
  "homo_energy_ha": -0.502,
  "smiles": "C#C[C@@H](NC)[NH2+]C",
  "elements": ["C", "C", "C", "N", "C", "N", "C", "H", "H", "H", "H", "H", "H", "H", "H", "H", "H", "H"],
  "positions_angstrom": [[-2.76, 0.42, 0.22], [-1.57, 0.48, 0.09], [-0.15, 0.44, -0.33], [0.86, 1.04, 0.48], [1.94, 1.75, -0.08], [0.07, -1.04, -0.59], [-0.43, -2.17, 0.42], [-3.74, 0.60, 0.51], [-0.22, 0.89, -1.54], [0.47, 1.62, 1.24], [2.35, 1.20, -0.89], [1.46, 2.75, -0.35], [2.65, 1.82, 0.88], [1.07, -1.15, -0.60], [-0.37, -1.39, -1.45], [0.03, -2.05, 1.42], [-1.48, -2.13, 0.64], [-0.18, -3.07, -0.07]],
  "lowdin_charge": [0.171, -0.084, -0.340, -0.116, -0.106, 0.064, 0.051, 0.047, 0.234, 0.147, 0.069, 0.115, 0.146, 0.151, 0.175, 0.119, 0.075, 0.083]
}

(ii)
{
  "formula": "C5H11N2",
  "method": "the ωB97M-V functional and the def2-TZVPD basis",
  "total_charge": 1,
  "orbital_gap_ev": 8.63,
  "mol_weight_g_mol": 99.16,
  "homo_energy_ha": -0.458,
  "elements": ["C", "C", "C", "C", "C", "N", "N", "H", "H", "H", "H", "H", "H", "H", "H", "H", "H", "H"],
  "positions_angstrom": [[-1.71, 0.05, 0.12], [0.85, -1.39, 1.04], [1.36, -1.43, -0.39], [0.61, -0.24, 0.08], [1.67, 1.80, -0.09], [-2.89, 0.52, -0.26], [-0.58, 0.06, -0.54], [-1.60, -0.51, 1.08], [-0.11, -1.80, 1.26], [1.61, -1.27, 1.78], [2.34, -1.56, -0.70], [0.71, -2.03, -1.10], [0.85, 2.14, 0.50], [1.40, 1.96, -1.15], [2.53, 1.60, 0.47], [-3.68, 0.54, 0.48], [-2.92, 1.09, -1.11], [-0.45, 0.47, -1.45]],
  "lowdin_charge": [-0.122, -0.028, -0.080, -0.313, 0.165, 0.170, 0.068, 0.170, 0.083, 0.110, 0.085, 0.132, -0.001, 0.042, 0.015, 0.190, 0.142, 0.174]
}

(iii)
{
  "formula": "C5H11N2",
  "method": "the ωB97M-V functional and the def2-TZVPD basis",
  "total_charge": 1,
  "orbital_gap_ev": 9.17,
  "mol_weight_g_mol": 99.16,
  "homo_energy_ha": -0.494,
  "elements": ["C", "C", "N", "H", "H", "H", "H", "H", "H", "C", "C", "C", "N", "H", "H", "H", "H", "H"],
  "positions_angstrom": [[-1.63, 1.59, -0.60], [0.55, 1.93, -1.56], [-0.17, 1.39, -0.67], [-1.85, 2.25, 0.23], [-2.08, 0.62, -0.40], [-2.01, 2.01, -1.53], [0.15, 2.71, -2.20], [1.57, 1.60, -1.71], [0.23, 0.50, -0.15], [0.45, -2.08, 0.45], [-0.78, -2.50, 0.70], [1.76, -0.46, 1.45], [0.86, -0.73, 0.61], [1.23, -2.80, 0.22], [-1.62, -1.82, 0.81], [-0.98, -3.56, 0.73], [1.99, 0.58, 1.66], [2.33, -1.24, 1.96]],
  "lowdin_charge": [-0.005, 0.140, -0.022, 0.107, 0.093, 0.100, 0.119, 0.118, 0.088, -0.208, 0.050, 0.044, -0.064, 0.116, 0.059, 0.070, 0.091, 0.104]
}

What should be chosen as the least stable of them? Choose (ii).